# 1
{
  "formula": "CH3N5O2",
  "method": "wB97M-V/def2-TZVPD",
  "symbols": ["C", "H", "H", "H", "N", "N", "N", "N", "N", "O", "O"],
  "positions_angstrom": [[0.02, -0.77, 0.09], [0.35, 1.65, 1.17], [0.30, 2.44, -0.28], [-2.90, -1.20, -0.53], [-0.02, 1.63, 0.27], [0.59, 0.52, -0.43], [2.12, -1.21, -0.20], [1.03, -1.74, 0.18], [-1.20, -1.22, 0.26], [1.91, 0.25, -0.18], [-2.19, -0.35, -0.34]],
  "nbo_charge": [0.36, 0.35, 0.37, 0.49, -0.61, -0.03, 0.19, -0.16, -0.13, -0.28, -0.54],
  "orbital_gap_ev": 8.5,
  "largest_force_ev_per_a": 5.148,
  "smiles": "Nn1onn/c1=N/O",
  "e_lumo_ev": -0.7,
  "de_lowest_kj_mol": 341.07,
  "energy_ev": -12623.484
}

---

# 2
{
  "formula": "CH3N5O2",
  "method": "wB97M-V/def2-TZVPD",
  "symbols": ["C", "H", "H", "H", "N", "N", "N", "N", "N", "O", "O"],
  "positions_angstrom": [[0.04, -0.45, -0.08], [-0.30, -1.21, -2.27], [0.46, 0.72, 2.63], [1.80, -1.17, 0.32], [-0.91, -0.02, -0.82], [-1.19, 1.31, -0.62], [-0.61, 1.63, 0.43], [-0.09, 0.49, 0.94], [1.05, -1.27, -0.35], [-1.34, -0.50, -1.97], [1.10, 0.47, 1.79]],
  "nbo_charge": [0.48, 0.50, 0.50, 0.38, 0.00, 0.00, -0.03, -0.03, -0.79, -0.48, -0.52],
  "orbital_gap_ev": 9.5,
  "largest_force_ev_per_a": 6.760,
  "e_lumo_ev": 0.3,
  "de_lowest_kj_mol": 368.96,
  "energy_ev": -12623.195
}

---

# 3
{
  "formula": "CH3NO",
  "method": "wB97M-V/def2-TZVPD",
  "symbols": ["C", "N", "O", "H", "H", "H"],
  "positions_angstrom": [[-0.45, 0.41, -0.15], [0.55, -0.46, -0.08], [-1.64, 0.17, 0.62], [-0.32, 1.37, -0.64], [1.51, -0.17, -0.17], [0.36, -1.31, 0.43]],
  "nbo_charge": [0.47, -0.78, -0.67, 0.16, 0.40, 0.42],
  "orbital_gap_ev": 10.3,
  "largest_force_ev_per_a": 9.290,
  "smiles": "NC=O",
  "e_lumo_ev": 0.8,
  "de_lowest_kj_mol": 136.39,
  "energy_ev": -4622.008
}

---

# 4
{
  "formula": "CH3NO2",
  "method": "wB97M-V/def2-TZVPD",
  "symbols": ["C", "N", "O", "O", "H", "H", "H"],
  "positions_angstrom": [[0.02, 0.09, -0.59], [-0.34, 0.55, 0.82], [-0.24, -1.30, -0.25], [-0.33, -0.99, 1.14], [-0.72, 0.43, -1.19], [1.11, 0.23, -1.05], [0.51, 0.99, 1.12]],
  "nbo_charge": [0.06, -0.31, -0.27, -0.14, 0.17, 0.16, 0.34],
  "orbital_gap_ev": 10.2,
  "largest_force_ev_per_a": 3.232,
  "smiles": "C1NOO1",
  "e_lumo_ev": 0.8,
  "de_lowest_kj_mol": 693.52,
  "energy_ev": -6664.476
}

---

# 5
{
  "formula": "CH3NO2",
  "method": "wB97M-V/def2-TZVPD",
  "symbols": ["C", "N", "O", "O", "H", "H", "H"],
  "positions_angstrom": [[-0.19, -0.37, -0.33], [-0.69, 0.89, 0.13], [-1.25, -1.16, 0.15], [-1.98, 0.42, -0.07], [-0.16, -0.52, -1.38], [0.80, -0.73, 0.06], [-0.58, 1.12, 1.06]],
  "nbo_charge": [0.04, -0.30, -0.30, -0.13, 0.17, 0.17, 0.35],
  "orbital_gap_ev": [9.2, 9.3],
  "largest_force_ev_per_a": 3.507,
  "e_lumo_ev": [-0.9, -0.8],
  "de_lowest_kj_mol": 701.12,
  "energy_ev": -6664.398
}

---

# 6
{
  "formula": "CH3NO2S",
  "method": "wB97M-V/def2-TZVPD",
  "symbols": ["C", "N", "O", "O", "S", "H", "H", "H"],
  "positions_angstrom": [[0.12, 0.45, -0.07], [0.30, 0.67, 1.36], [1.04, -0.08, 1.96], [-0.33, 1.60, 1.80], [1.25, -0.57, -0.88], [-1.65, -0.03, 0.09], [-0.44, 1.26, -0.56], [1.71, -1.24, 0.10]],
  "nbo_charge": [-0.39, 0.48, -0.38, -0.36, 0.12, 0.09, 0.29, 0.15],
  "orbital_gap_ev": [8.2, 8.2],
  "largest_force_ev_per_a": 4.456,
  "e_lumo_ev": [-1.3, -1.3],
  "de_lowest_kj_mol": 565.76,
  "energy_ev": -17499.606
}